68
Properties=species:S:1:pos:R:3:forces:R:3:nbo_charge:R:1 method="wB97M-V/def2-TZVPD" total_charge=+1 e_tot_ev=-427221.90083 multiplicity=1
C 6.473657 0.971615 -0.081869 1.118 -0.353 -0.563 -0.28
O 6.119376 2.404771 -0.265612 -1.998 -2.293 1.679 -0.56
C 5.000593 2.648324 0.658302 -1.123 0.767 0.997 -0.08
C 3.629023 3.219924 -0.073093 0.347 0.397 0.323 -0.44
C 3.060429 2.193296 -1.262166 -1.178 0.519 0.523 -0.47
C 1.565534 1.692640 -0.709464 -2.535 -0.539 0.522 0.05
C 0.434515 2.904591 -0.544404 -0.002 -3.761 0.458 0.07
N -0.960708 2.621018 -0.011887 3.460 -3.492 -2.039 -0.54
C -1.365931 1.215714 0.398493 2.837 -1.029 -1.313 0.06
C -0.356408 -0.107637 0.263804 1.552 4.126 -1.013 -0.17
C 1.194070 0.144148 -0.308018 -2.927 3.179 0.261 -0.05
C 2.319784 -1.060217 -0.459589 3.398 -3.729 3.476 0.74
O 2.783387 -1.806614 0.553631 -3.739 5.481 -6.608 -0.46
O 2.883916 -1.317538 -1.826475 -0.499 2.147 3.251 -0.71
H 7.003767 0.837632 0.970841 -1.110 0.113 -2.261 0.20
H 7.204930 0.692849 -0.969740 -1.402 0.633 2.033 0.22
H 5.545330 0.246869 -0.154372 1.650 1.525 0.236 0.16
H 5.335623 3.415832 1.500002 -0.690 -1.430 -1.868 0.21
H 4.653073 1.673886 1.252535 0.924 1.893 -1.415 0.18
H 3.758375 4.313672 -0.516297 0.007 -2.430 0.819 0.24
H 2.834511 3.342627 0.809290 1.644 -0.435 -1.928 0.22
H 3.784405 1.300117 -1.481247 -1.530 1.699 0.699 0.24
H 2.919665 2.769538 -2.297981 0.118 -1.299 2.377 0.27
H 0.747925 4.013207 -0.856547 -1.071 -2.706 0.887 0.29
H -1.598702 3.461311 0.085539 0.771 -1.675 -0.182 0.48
H -2.457658 1.063210 0.816023 2.533 0.574 -0.998 0.28
H -0.699203 -1.197389 0.591940 0.591 2.763 -0.679 0.30
H 3.786136 -0.855014 -1.883813 -1.707 -1.072 0.339 0.51
C -1.757633 -3.600410 3.135119 -0.160 -0.134 0.610 -0.21
Cl -0.453081 -3.618655 4.348594 -0.329 0.017 -0.411 0.07
Cl -1.052232 -3.438770 1.507024 -0.073 -0.154 0.139 0.03
Cl -2.681733 -5.120579 3.233718 0.250 0.927 0.468 0.08
Cl -2.843612 -2.223632 3.451257 0.502 -0.371 0.002 0.05
C -0.043591 3.722754 3.931014 -0.018 0.222 0.618 -0.21
Cl -1.339722 4.806062 4.497756 0.332 -0.313 -0.221 0.06
Cl 1.501886 4.608865 3.904261 -0.826 -0.632 0.004 0.06
Cl 0.089890 2.329120 5.033087 -0.032 0.365 -0.400 0.07
Cl -0.426524 3.146836 2.288914 0.513 0.537 1.995 0.01
C -2.443624 -8.206208 0.180976 0.093 -0.085 -0.280 -0.21
Cl -2.302303 -6.493893 0.652903 -0.008 -0.816 -0.620 0.04
Cl -3.226782 -8.319712 -1.415329 0.540 0.021 0.359 0.06
Cl -0.820090 -8.935621 0.099172 -0.412 0.193 0.058 0.06
Cl -3.425262 -9.075666 1.387310 0.209 0.240 -0.261 0.05
C 0.874745 3.219080 -5.382058 0.003 0.070 -0.477 -0.21
Cl 2.635563 3.310141 -5.125276 -0.370 -0.015 -0.018 0.05
Cl 0.514476 1.955196 -6.585060 0.125 0.414 0.462 0.08
Cl 0.069970 2.820857 -3.843113 0.123 0.000 -0.168 0.02
Cl 0.278938 4.790263 -5.974685 0.162 -0.463 0.226 0.07
C 5.374738 5.994129 5.124239 0.290 0.082 0.237 -0.21
Cl 6.625288 7.068813 4.449043 -0.391 -0.316 0.160 0.07
Cl 4.978859 6.511791 6.782465 0.075 -0.164 -0.510 0.07
Cl 3.911292 6.075984 4.111211 0.727 0.356 0.118 0.04
Cl 5.983514 4.319820 5.154100 -0.186 0.382 -0.041 0.05
C -3.325255 0.435647 -5.290898 -0.127 -0.004 -0.238 -0.21
Cl -2.320829 -0.287479 -6.572665 -0.299 0.151 0.373 0.06
Cl -3.276448 2.211326 -5.428713 -0.008 -0.400 0.039 0.05
Cl -5.006631 -0.127555 -5.465189 0.502 0.163 0.082 0.07
Cl -2.697145 -0.053855 -3.696948 -0.075 0.080 -0.226 0.03
C -7.606605 -8.257822 -1.849861 -0.068 -0.064 0.093 -0.21
Cl -6.302054 -8.276067 -0.636387 -0.658 0.001 -0.252 0.05
Cl -6.901205 -8.096182 -3.477956 -0.134 -0.030 0.377 0.05
Cl -8.530705 -9.777991 -1.751262 0.250 0.411 -0.036 0.06
Cl -8.692585 -6.881044 -1.533723 0.249 -0.305 -0.085 0.05
C -6.192563 -1.467559 1.311835 -0.512 -0.279 -0.017 -0.21
Cl -7.488694 -0.384250 1.878577 0.433 -0.278 -0.159 0.07
Cl -4.647086 -0.581447 1.285081 -0.236 0.015 -0.110 0.00
Cl -6.059083 -2.861192 2.413908 -0.074 0.417 -0.366 0.07
Cl -6.575497 -2.043476 -0.330265 0.180 0.188 0.464 0.07

39
Properties=species:S:1:pos:R:3:forces:R:3:mulliken_charge:R:1 method="wB97M-V/def2-TZVPD" e_above_lowest_kcal_mol=7.7 total_charge=+2 multiplicity=3
Cl -2.724375 0.309904 -2.481628 3.531 -0.790 -0.717 -0.21
C 0.822379 -1.683392 -4.496041 0.079 0.106 -1.279 -0.96
C 1.655879 -0.513870 -4.466006 0.167 -0.006 -0.750 -0.33
C 0.847224 0.610087 -4.843525 0.041 -0.103 -1.184 -0.74
H 2.721831 -0.493480 -4.250383 -0.252 0.003 0.125 0.50
C -0.489511 0.148376 -5.125255 0.599 -0.312 -1.607 0.96
C -0.491422 -1.279076 -4.932874 0.458 0.197 -1.071 -0.21
H -1.350848 -1.916228 -5.128381 0.135 0.042 0.319 0.43
H 1.151693 -2.702606 -4.338945 -0.033 0.077 0.180 0.54
H 1.163860 1.646248 -4.965746 0.017 -0.270 0.228 0.53
C -1.615762 0.981915 -5.638635 -0.393 0.184 0.226 -1.26
W -0.005274 -0.286271 -3.019978 -5.788 1.649 5.315 1.13
C 1.089177 1.020604 -1.893748 4.194 5.372 3.717 0.44
C -0.111172 -1.982002 -1.913643 -0.802 -6.990 4.034 0.40
O 1.715907 1.803834 -1.287567 -2.834 -3.678 -3.123 -0.24
O -0.187004 -2.979567 -1.301902 0.453 4.920 -3.161 -0.24
H -1.664782 1.939220 -5.112515 -0.003 -0.090 -0.114 0.36
H -2.569501 0.470337 -5.492374 0.134 0.074 -0.029 0.39
H -1.491105 1.190760 -6.709979 0.193 -0.169 0.216 0.35
N -1.001260 1.212636 8.932588 0.501 -0.461 -2.529 -0.41
C -0.776383 1.005358 7.803250 -0.497 0.466 2.394 -0.05
C -0.496700 0.744896 6.416066 0.130 -0.104 -0.446 0.36
C -1.431277 1.088128 5.428652 0.098 -0.056 -0.338 -1.15
C -1.163888 0.825258 4.081086 0.364 -0.164 0.398 -0.51
C 0.043516 0.204522 3.729286 -0.399 0.329 1.598 2.31
C 0.985776 -0.137137 4.708751 -0.323 0.201 0.155 -0.46
C 0.714408 0.141149 6.052099 0.036 -0.075 -0.340 -1.08
N 0.316998 -0.090196 2.382027 0.216 -0.393 -2.920 0.26
C 1.434382 -0.773102 1.897409 -0.851 0.411 -1.010 -0.54
C 1.301654 -0.822182 0.526540 -0.003 0.128 1.320 -0.70
N 0.129384 -0.195287 0.160061 0.135 -0.159 -0.457 0.08
C -0.452275 0.239464 1.276233 0.657 -0.247 0.880 -0.62
H -2.369846 1.560956 5.717241 0.269 -0.136 -0.098 0.45
H -1.889278 1.092279 3.314891 0.075 -0.030 0.370 0.22
H 1.928449 -0.613100 4.436519 -0.319 0.197 0.233 0.24
H 1.448441 -0.115516 6.818374 -0.275 0.080 -0.255 0.44
H 2.212782 -1.167210 2.520914 -0.007 0.002 0.050 0.43
H 1.983831 -1.266890 -0.177320 0.037 -0.029 -0.019 0.48
H -1.385907 0.781188 1.374442 0.260 -0.175 -0.313 0.40

55
Properties=species:S:1:pos:R:3:forces:R:3:nbo_charge:R:1 method="wB97M-V/def2-TZVPD" e_tot_ev=-76702.61226 multiplicity=1 smiles="FC(F)C(F)(F)COC(F)(F)C(F)F.FC(F)C(F)(F)COC(F)(F)C(F)F.O=C(O)OOC(=O)c1ccccc1"
O -1.409219 2.023710 -3.314177 -0.037 0.200 -0.335 -0.54
C -0.922105 2.957016 -2.770994 -0.115 -0.103 0.007 0.97
O -1.555060 3.830425 -1.960359 0.458 0.069 0.052 -0.71
O 0.434348 3.246384 -2.800606 -0.222 0.504 0.116 -0.27
O 0.838018 3.302668 -4.171801 0.265 -0.499 0.016 -0.22
C 1.022160 4.614360 -4.587254 0.147 0.345 -0.101 0.77
O 1.665989 4.769010 -5.575949 -0.149 -0.183 0.095 -0.49
C 0.311414 5.688344 -3.830695 -0.153 -0.117 -0.009 -0.16
C 0.829487 6.250073 -2.670913 -0.026 -0.112 -0.177 -0.18
C 0.109471 7.234191 -2.012087 0.087 -0.160 -0.106 -0.19
C -1.118879 7.646309 -2.512878 0.063 0.058 0.178 -0.20
C -1.632493 7.086379 -3.673518 0.015 -0.053 0.056 -0.22
C -0.915207 6.100966 -4.341092 -0.036 0.078 0.153 -0.21
H -2.261862 4.272849 -2.449074 -0.199 -0.191 0.083 0.52
H 1.781138 5.893095 -2.299871 -0.014 0.084 0.114 0.23
H 0.502928 7.657940 -1.098712 -0.020 0.071 -0.004 0.22
H -1.669381 8.407378 -1.975850 -0.077 0.010 -0.077 0.22
H -2.593640 7.409248 -4.050173 0.008 0.020 -0.052 0.22
H -1.311275 5.649362 -5.242052 0.037 0.022 -0.047 0.23
C -2.470820 0.073498 -1.039367 0.288 0.347 -0.313 -0.14
C -3.974862 -0.085306 -0.778392 0.077 -0.368 -0.064 0.60
C -4.509176 0.341401 0.590892 -0.123 0.113 0.013 0.52
F -3.970205 -0.405988 1.574361 0.019 -0.009 -0.015 -0.32
F -5.848957 0.159863 0.610912 0.019 -0.001 0.001 -0.32
F -4.359435 -1.350751 -1.043812 -0.012 0.031 0.034 -0.31
F -4.601215 0.730347 -1.677238 0.014 0.130 0.043 -0.33
O -1.666780 -1.086450 -0.913391 -0.395 -0.273 0.211 -0.50
C -1.121834 -1.466683 0.275729 0.135 0.215 -0.162 0.85
C -1.619213 -2.849477 0.710415 -0.031 -0.147 0.012 0.50
F -2.952387 -2.845868 0.881356 0.013 0.051 0.043 -0.31
F -1.036998 -3.161835 1.894214 0.017 -0.038 -0.006 -0.33
F -1.302466 -0.552665 1.244436 -0.025 -0.025 0.029 -0.32
F 0.217563 -1.589733 0.090318 0.066 0.007 0.049 -0.33
H -2.396232 0.330487 -2.092383 -0.039 -0.042 -0.028 0.25
H -2.055052 0.918857 -0.489522 -0.105 -0.071 0.187 0.20
H -4.295428 1.397549 0.776444 0.028 -0.012 0.010 0.14
H -1.354643 -3.599826 -0.036926 0.041 0.028 -0.010 0.15
C 1.929368 -4.644284 2.752073 -0.407 0.065 -0.463 -0.14
C 2.099560 -3.909741 4.090026 0.012 -0.338 0.138 0.60
C 3.253460 -2.911150 4.210194 -0.029 0.160 0.035 0.52
F 4.444270 -3.526515 4.069869 -0.009 -0.023 -0.011 -0.32
F 3.213546 -2.348663 5.439360 0.006 -0.011 -0.013 -0.32
F 2.158206 -4.801142 5.101398 0.032 0.037 -0.008 -0.31
F 0.966588 -3.169896 4.262221 0.008 0.098 -0.076 -0.33
O 2.424793 -5.967874 2.673463 0.237 0.039 0.467 -0.51
C 3.714565 -6.241582 2.316428 -0.197 0.050 -0.231 0.85
C 4.466321 -6.975036 3.433455 0.047 -0.081 0.058 0.50
F 4.516478 -6.215502 4.543619 0.023 0.021 -0.019 -0.32
F 5.731587 -7.214198 3.021543 -0.003 -0.012 -0.002 -0.32
F 4.379175 -5.145078 1.913024 0.034 0.005 0.041 -0.32
F 3.670368 -7.092101 1.263419 0.042 -0.011 -0.059 -0.32
H 0.853454 -4.760184 2.635981 -0.011 -0.005 0.066 0.24
H 2.260986 -4.032315 1.912421 0.194 0.048 0.114 0.21
H 3.159415 -2.121935 3.459415 0.010 -0.020 -0.016 0.14
H 3.970167 -7.919932 3.662096 -0.008 0.000 -0.022 0.15

45
Properties=species:S:1:pos:R:3:forces:R:3:nbo_charge:R:1 method="wB97M-V/def2-TZVPD" e_above_lowest_kcal_mol=0.0 multiplicity=1 smiles="CCOc1ccc(C(F)(F)F)cc1NC(=O)COc1ccc(C(F)(F)F)cc1[N+](=O)[O-]"
C -0.772912 -3.278147 2.144692 0.392 0.182 -0.089 -0.62
C 0.625783 -2.696009 2.263743 -0.206 -0.283 0.294 -0.06
H 0.707792 -2.083391 3.170248 0.077 -0.042 -0.117 0.18
H 1.374452 -3.497267 2.305424 -0.011 0.136 0.007 0.18
O 0.854075 -1.894563 1.113540 0.020 0.138 -0.280 -0.51
C 2.020191 -1.213900 0.994443 0.285 0.248 -0.064 0.29
C 3.018795 -1.149708 1.954870 -0.299 -0.157 -0.013 -0.29
C 4.156491 -0.389661 1.734352 0.130 0.223 -0.294 -0.17
C 4.300611 0.307526 0.547714 0.076 -0.090 0.180 -0.17
C 3.320510 0.245357 -0.438210 0.051 -0.040 0.117 -0.21
C 2.188604 -0.518540 -0.224401 0.212 0.069 0.227 0.17
N 1.175166 -0.673992 -1.172680 -0.201 -0.461 0.300 -0.63
C 0.980664 0.023348 -2.313203 -0.646 -0.261 -0.081 0.65
O 1.651122 0.941802 -2.721400 0.201 0.202 -0.180 -0.59
C -0.240015 -0.490913 -3.099555 0.313 0.310 -0.268 -0.17
O -1.237306 -1.049422 -2.271497 0.033 -0.137 -0.157 -0.47
C -1.968644 -0.260350 -1.476375 -0.404 0.044 0.363 0.34
C -1.877256 1.135225 -1.432429 0.150 -0.212 -0.126 -0.30
C -2.724455 1.872815 -0.633499 -0.246 -0.232 0.172 -0.11
C -3.695213 1.241091 0.140400 0.003 0.045 -0.025 -0.19
C -3.788414 -0.138108 0.138863 0.082 0.023 -0.087 -0.14
C -2.923124 -0.884378 -0.648007 0.224 0.975 -0.099 0.02
N -3.011653 -2.323404 -0.562949 0.008 -0.194 0.038 0.52
O -2.029712 -2.972422 -0.843908 0.218 -0.342 -0.008 -0.37
O -4.060347 -2.786884 -0.175739 -0.426 -0.281 0.125 -0.38
H -4.521208 -0.655622 0.740996 0.006 0.008 -0.017 0.27
C -4.599302 2.073707 1.007262 0.026 0.087 0.171 0.98
F -5.672951 1.403914 1.437181 -0.103 -0.281 -0.037 -0.32
F -3.961233 2.519900 2.106419 0.174 -0.004 0.061 -0.32
F -5.048347 3.163924 0.367866 0.041 0.104 -0.229 -0.32
H -2.640677 2.948469 -0.612384 0.027 0.098 -0.023 0.24
H -1.133181 1.649123 -2.018476 0.088 0.026 -0.116 0.24
H -0.627799 0.310909 -3.736053 0.092 -0.046 0.138 0.21
H 0.088009 -1.315278 -3.739959 -0.056 0.145 0.064 0.23
H 0.514180 -1.410268 -0.942604 -0.012 0.190 -0.157 0.44
H 3.438634 0.783259 -1.364728 -0.021 -0.002 -0.042 0.26
C 5.511985 1.155841 0.291811 0.157 0.162 -0.007 0.98
F 5.222812 2.471247 0.299527 -0.190 0.107 -0.005 -0.33
F 6.479821 0.981392 1.203860 0.002 -0.174 0.239 -0.32
F 6.070094 0.905615 -0.904725 -0.078 -0.129 -0.202 -0.32
H 4.925521 -0.344501 2.488886 0.060 0.006 0.050 0.23
H 2.921910 -1.685405 2.884626 -0.068 -0.072 0.077 0.23
H -1.516369 -2.489052 2.227912 -0.104 0.052 -0.004 0.21
H -0.939625 -4.001429 2.936854 -0.038 -0.069 0.107 0.22
H -0.889425 -3.769082 1.181840 -0.041 -0.073 -0.002 0.23